1.
This record from the Open Molecules 2025 dataset describes a 11-piece molecular cluster, C45H110N2O11 overall at a distorted geometry. The level of theory is ωB97M-V with the def2-TZVPD basis set.

Results
- Charge: 0
- ΔE to the lowest compared entry with this formula, charge and spin: 47.95 kcal/mol
- SMILES: CC1(C)CCCC(C)(C)N1O.CC1(C)CCCC(C)(C)N1O.CC(C)O.CC(C)O.CC(C)O.CC(C)O.CC(C)O.CC(C)O.CC(C)O.CC(C)O.CC(C)O
- Frontier orbital gap: 8.38 eV
- 2S+1: 1
- HOMO level: -0.30245 Eh
- LUMO level: 0.005 Eh

Last column: Mulliken charge in e.
Geometry (Å):
H1 4.383 1.496 5.762  0.47
H2 3.340 -0.647 -2.086  0.17
N1 -0.536 4.590 -3.579  0.52
H3 1.383 -1.543 8.440  0.35
C1 0.190 2.635 -2.221  0.40
H4 -0.553 -0.303 0.201  -0.38
C2 1.483 -5.922 2.622  1.92
H5 -6.137 -2.300 -6.224  0.38
H6 0.446 -2.651 7.391  0.27
H7 1.062 0.308 0.275  -0.02
H8 0.590 3.165 -6.318  0.30
H9 5.329 2.392 -2.428  0.38
H10 3.506 -5.231 2.028  0.32
O1 0.001 -3.811 -0.259  -0.31
H11 -2.162 6.850 -3.940  0.35
H12 1.461 -7.216 1.163  0.37
H13 2.474 2.878 -3.847  0.35
N2 -4.420 -0.394 -3.992  -0.02
H14 -2.530 -2.001 -5.043  0.21
C3 -2.896 0.395 3.917  1.61
H15 3.015 2.924 2.777  0.21
H16 -2.435 3.814 -5.831  0.43
H17 5.058 3.116 1.141  0.32
H18 0.344 -0.233 6.037  0.04
H19 4.812 3.755 -1.354  0.29
C4 -4.652 -1.667 -4.736  1.79
H20 6.335 3.005 -1.092  0.41
C5 5.314 2.783 -1.414  -1.60
C6 4.639 1.819 -0.461  1.60
H21 -1.972 -3.366 1.753  0.30
H22 1.675 -1.454 3.773  0.52
C7 -0.020 6.155 -5.486  -1.82
O2 -1.727 -1.398 7.299  -0.54
C8 1.570 5.027 0.972  -1.06
C9 -4.282 -2.844 -2.450  0.36
H23 3.192 0.247 6.076  0.11
H24 -1.682 -0.099 -3.750  0.26
C10 -4.264 -1.439 -1.879  -1.13
C11 2.644 -0.872 -2.900  -0.92
H25 2.836 -4.387 3.432  0.08
H26 0.486 -4.375 -0.875  0.09
H27 -1.808 0.338 3.775  -0.59
H28 2.592 5.073 0.591  0.30
H29 -1.839 -1.715 -2.989  0.02
H30 -4.428 1.862 4.258  0.35
C12 0.236 -0.020 0.906  -0.39
O3 0.307 4.832 3.025  -0.56
H31 6.376 -0.326 6.296  0.36
H32 1.330 -2.251 -1.815  -0.77
H33 -2.920 2.268 4.985  0.37
H34 2.353 5.224 2.929  0.21
C13 -0.163 2.394 -4.568  -0.23
C14 -1.022 5.167 -4.854  1.74
H35 5.953 0.311 -0.689  0.29
H36 -0.828 -5.243 1.025  -0.08
H37 -3.331 0.182 1.882  0.11
H38 -4.695 -0.509 2.906  0.40
H39 0.736 5.659 -6.100  0.34
C15 -3.472 -2.202 -5.557  -1.43
H40 -6.139 -2.663 -3.477  0.38
C16 -5.875 -1.422 -5.632  -1.95
H41 0.993 4.347 0.343  -0.25
H42 0.614 -1.756 -4.322  0.13
C17 -5.093 -2.805 -3.748  -1.79
C18 -2.117 -0.660 -2.922  -0.88
H43 0.361 5.034 3.961  0.34
H44 3.219 -0.803 -3.822  0.46
C19 5.056 2.027 0.995  -0.79
C20 -2.318 5.935 -4.502  -2.00
H45 -0.874 -0.346 8.892  0.18
H46 3.259 0.978 4.443  -0.26
H47 2.565 -4.017 -2.379  0.35
H48 5.053 -1.200 6.968  0.33
C21 1.459 -0.684 3.029  -0.79
H49 1.732 2.685 1.616  -0.22
C22 -1.381 4.093 -5.888  -1.33
C23 0.338 3.418 -3.518  2.37
H50 -2.202 -4.700 -1.635  0.35
H51 3.550 1.818 -0.480  -0.42
H52 -3.718 -1.499 -0.928  -0.43
H53 0.212 -2.437 9.142  0.38
H54 -0.681 1.026 6.709  0.38
H55 -2.789 6.178 -5.460  0.48
C24 4.728 -0.514 4.893  1.10
H56 1.428 2.624 3.375  0.17
C25 1.101 -2.641 -3.902  -1.19
O4 -3.225 -0.246 5.161  -0.65
H57 -3.292 -1.377 2.839  0.10
H58 -2.133 -2.660 0.120  -0.21
H59 -0.430 7.054 -5.944  0.43
C26 -3.354 1.832 4.079  -1.55
H60 -1.495 -0.325 -2.084  -0.09
C27 -1.664 -5.398 -0.993  -1.45
C28 -1.116 -4.607 0.183  0.80
H61 -0.569 5.362 -1.897  0.35
H62 0.562 -4.932 4.373  0.23
C29 0.019 0.223 6.971  -1.05
H63 -3.389 1.830 -2.653  0.22
H64 4.101 -1.350 4.558  -0.22
C30 1.819 3.746 -3.801  -1.91
H65 2.382 -0.216 2.690  0.00
C31 -3.624 -0.328 2.801  -0.88
H66 6.029 1.646 1.298  0.51
H67 0.882 0.015 3.648  -0.10
H68 0.547 3.332 -1.447  -0.73
H69 -1.048 1.934 -4.116  -0.57
H70 -5.258 -1.077 -1.604  0.46
H71 1.152 6.017 0.777  0.49
O5 5.025 0.487 -0.859  -0.53
C32 1.586 4.617 2.438  0.30
H72 1.633 -3.153 -4.704  0.45
H73 -4.606 1.052 -5.210  0.35
C33 -3.610 -0.406 -2.734  2.89
C34 2.893 -5.350 2.919  -1.17
H74 -3.534 -3.283 -5.666  0.33
H75 -2.998 5.228 -4.025  0.40
H76 -0.382 -6.115 3.824  0.36
H77 2.136 4.394 -2.978  0.33
H78 -4.800 -3.501 -1.745  0.66
O6 1.576 -7.232 2.116  -0.60
H79 0.959 -2.741 0.687  0.32
H80 0.831 0.772 7.454  0.46
H81 5.829 -0.772 3.306  0.33
H82 -3.394 -1.172 4.957  0.34
H83 0.621 6.589 -4.707  0.40
H84 -3.120 -4.027 0.583  0.54
C35 -0.411 2.916 -5.947  -1.04
H85 -5.659 -0.576 -6.288  0.46
H86 0.564 1.583 -4.684  0.38
H87 -1.287 4.542 -6.883  0.40
O7 -3.849 0.557 -4.879  -0.42
C36 0.640 -1.153 1.853  1.17
H88 0.996 -5.241 1.919  -0.90
H89 3.347 -6.010 3.661  0.41
C37 3.846 0.668 5.303  -0.61
H90 -0.786 2.114 -6.584  0.50
H91 -2.480 -6.029 -0.625  0.49
H92 -2.207 -0.691 6.841  0.37
H93 -3.427 -1.756 -6.550  0.33
H94 1.918 -0.056 -2.811  -0.31
H95 -0.812 2.317 -1.946  0.09
O8 1.485 -2.048 1.121  -0.57
O9 5.549 -0.026 3.850  -0.51
H96 -4.910 -3.777 -4.206  0.47
H97 -3.297 -3.295 -2.564  -0.63
H98 -6.784 -1.176 -5.080  0.41
O10 -0.117 5.635 -2.705  -0.58
H99 0.909 1.816 -2.169  -0.62
H100 -3.450 1.102 -1.080  0.18
H101 -2.978 2.471 3.279  0.37
H102 1.141 -6.391 4.797  0.40
C38 -3.799 0.975 -2.106  -2.08
C39 0.381 -1.918 8.191  -1.38
H103 -0.188 0.821 1.466  0.45
C40 5.612 -1.060 6.039  -1.48
H104 -0.981 -6.043 -1.545  0.45
C41 1.966 -2.199 -2.708  2.16
C42 -0.598 -0.780 7.928  0.62
C43 -2.126 -3.584 0.697  -0.99
H105 0.312 -3.330 -3.580  0.19
H106 -4.866 1.229 -2.121  0.54
H107 4.310 1.674 1.703  -0.38
C44 1.965 3.143 2.581  -0.09
H108 6.003 -2.020 5.706  0.39
O11 3.009 -3.171 -2.500  -0.71
H109 1.886 4.343 -4.709  0.35
C45 0.693 -5.931 3.914  -1.33
H110 -0.216 -1.770 2.150  -0.17

---

2.
This record from the Open Molecules 2025 dataset describes a 3-piece molecular cluster, C5H16NO2 overall at a distorted geometry. The level of theory is ωB97M-V with the def2-TZVPD basis set.

Results
- Charge: +1
- ΔE to the lowest compared entry with this formula, charge and spin: 85.16 kcal/mol
- Frontier orbital gap: 9.27 eV
- 2S+1: 1
- HOMO level: -0.52571 Eh
- LUMO level: -0.185 Eh

Last column: Mulliken charge in e.
Geometry (Å):
H1 0.933 0.423 -2.182  0.36
C1 -1.298 0.108 -1.191  -0.85
C2 -1.823 -0.600 1.296  -0.54
H2 -1.153 2.375 -1.098  0.32
C3 -0.524 1.406 -0.841  -0.43
H3 3.036 -0.569 1.471  0.32
N1 0.738 1.278 -1.628  0.04
H4 -0.596 -0.461 1.263  -0.11
H5 2.673 2.078 -1.742  0.28
H6 -3.112 0.689 -0.005  0.26
H7 -0.768 -0.887 -1.391  0.34
H8 -0.239 1.391 0.376  0.34
H9 1.496 -3.432 1.263  0.27
O1 2.284 0.089 1.411  -0.63
C4 1.670 2.162 -1.373  -0.11
H10 -1.801 0.230 -2.068  0.51
H11 -2.020 -1.694 1.368  0.31
H12 2.835 -3.117 1.017  0.26
H13 1.567 3.120 -0.794  0.28
H14 1.683 -0.377 2.045  0.31
H15 -2.985 -1.036 -0.497  0.40
H16 -2.395 -0.136 2.032  0.28
O2 2.117 -2.787 1.389  -0.52
C5 -2.318 -0.254 -0.124  -0.69

---

3.
This record from the Open Molecules 2025 dataset describes H31O15 as an isolated structure at a distorted geometry. The level of theory is ωB97M-V with the def2-TZVPD basis set.

Results
- Charge: +1
- ΔE to the lowest compared entry with this formula, charge and spin: 119.71 kcal/mol
- Frontier orbital gap: 10.89 eV
- 2S+1: 1
- HOMO level: -0.50817 Eh
- LUMO level: -0.108 Eh

Last column: Mulliken charge in e.
Geometry (Å):
H1 2.952 1.061 1.624  0.32
O1 3.087 1.719 2.370  -0.60
H2 0.411 -3.631 0.405  0.35
H3 0.646 3.714 -3.027  0.33
O2 -2.167 -2.610 -0.685  -0.55
H4 0.590 4.185 -1.362  0.27
H5 3.865 1.711 2.793  0.26
O3 -0.172 -0.125 1.491  -0.51
O4 0.609 -3.606 1.368  -0.60
H6 2.475 -2.361 -3.214  0.28
H7 -1.176 2.680 -0.424  0.36
H8 2.267 -3.879 -0.940  0.32
O5 -0.492 -0.642 -3.337  -0.65
O6 -2.548 -0.657 0.784  -0.62
H9 -0.475 2.224 3.076  0.29
O7 0.009 1.534 3.515  -0.63
H10 0.718 3.772 1.347  0.26
H11 -0.301 -1.559 -2.979  0.26
H12 -1.308 -0.553 1.219  0.54
H13 -2.556 -3.347 -0.194  0.33
O8 1.031 3.795 -2.051  -0.61
H14 0.872 -2.748 1.375  0.28
O9 -2.656 0.254 -2.183  -0.67
H15 1.898 -2.504 -1.077  0.26
H16 0.367 -0.521 -3.798  0.31
H17 -2.852 -1.362 0.057  0.46
O10 1.500 -3.261 -0.866  -0.58
H18 -0.733 -2.770 3.663  0.35
H19 1.720 0.497 -0.828  0.21
H20 -3.230 -0.040 -2.902  0.29
H21 0.092 -0.574 2.407  0.49
O11 1.973 1.180 -0.261  -0.50
H22 -1.592 1.380 -1.103  0.22
H23 -2.286 -2.723 -1.565  0.25
H24 -0.047 0.758 1.351  0.26
O12 2.185 -1.499 -3.162  -0.58
O13 -1.291 -2.054 3.330  -0.60
H25 -1.476 -2.378 2.516  0.26
H26 -2.752 0.022 0.119  0.32
O14 -0.118 3.934 1.359  -0.59
H27 -1.787 0.239 -2.537  0.33
H28 0.921 1.687 3.436  0.32
O15 -1.179 2.149 -1.242  -0.44
H29 2.988 -0.847 -3.144  0.32
H30 -0.202 4.871 0.973  0.31
H31 1.822 2.099 -0.701  0.31

---

4.
This record from the Open Molecules 2025 dataset describes C21H21ClN4O2PdS as an isolated structure at a distorted geometry. The level of theory is ωB97M-V with the def2-TZVPD basis set.

Results
- Charge: 0
- Frontier orbital gap: 7.24 eV
- 2S+1: 1
- HOMO level: -0.27355 Eh
- LUMO level: -0.007 Eh

Last column: Mulliken charge in e.
Geometry (Å):
H1 -4.437 1.022 0.471  0.35
N1 1.477 0.542 -0.603  -0.24
C1 0.120 0.743 4.205  -0.59
C2 -3.355 1.200 0.460  -0.70
C3 5.014 0.178 -0.036  -1.22
H2 -2.968 1.287 -2.201  0.20
H3 1.916 -2.240 -0.067  0.47
H4 -1.649 -5.306 -1.600  0.38
C4 -2.057 -2.102 -0.567  1.35
Pd1 -0.610 0.351 -0.497  0.24
H5 -2.937 1.107 1.462  0.18
H6 5.859 0.853 0.006  0.40
H7 -2.827 -1.131 1.192  0.37
H8 -4.346 0.249 -1.753  0.35
H9 -0.253 0.094 4.990  0.33
C5 1.248 4.229 -0.579  -0.12
O1 -1.767 0.051 2.947  -0.71
H10 0.475 -4.329 -2.425  0.43
H11 2.216 4.691 -0.464  0.36
Cl1 -0.179 2.442 4.751  -0.25
C6 -0.599 0.484 2.879  0.50
N2 3.205 1.910 -0.461  -0.08
H12 4.192 -3.095 0.352  0.44
C7 -0.835 -1.553 -0.967  -0.27
S1 -0.164 5.157 -0.598  -0.16
H13 -2.175 3.797 -0.799  0.40
N3 -0.418 2.645 -0.772  0.12
H14 -4.048 -1.403 -0.085  0.36
O2 0.075 0.715 1.843  -0.40
H15 3.719 2.771 -0.424  0.23
C8 0.056 -2.370 -1.654  -0.73
C9 5.157 -1.176 0.165  -0.40
N4 -2.710 0.204 -0.412  0.23
C10 -3.253 0.324 -1.783  -0.95
C11 0.936 2.922 -0.679  0.04
H16 -3.296 -3.850 -0.452  0.42
C12 -2.997 -1.161 0.111  -0.66
H17 0.982 -1.961 -2.039  0.79
C13 -0.234 -3.712 -1.885  -0.71
C14 2.619 -0.216 -0.345  0.13
H18 6.142 -1.582 0.356  0.38
C15 2.772 -1.582 -0.099  -0.14
H19 -2.846 -0.468 -2.403  0.38
C16 4.044 -2.042 0.149  -0.82
C17 1.870 1.781 -0.621  -0.05
H20 1.194 0.649 4.086  0.27
C18 3.718 0.634 -0.272  0.58
C19 -2.347 -3.442 -0.785  -0.76
C20 -1.097 3.748 -0.735  -0.23
H21 -3.174 2.200 0.069  0.09
C21 -1.429 -4.259 -1.434  -0.62